(1)
A cluster of 8 separate species, C16H48O8 in total in a non-equilibrium geometry. Source: the OMol25 dataset; level of theory: ωB97M-V with the def2-TZVPD basis set.

Energy = -33738.12303 eV
Multiplicity = 2
Relative energy (zero: lowest compared OMol25 entry of this formula, charge and spin) = 32.5 kJ/mol
Orbital gap (spin up / spin down) = 9.701 / 2.901 eV
Charge = +1
LUMO level (spin up / spin down) = -2.638 / -9.438 eV
HOMO level (spin up / spin down) = -12.34 / -12.34 eV

Geometry (Å):
O: -15.17 18.98 -16.48
O: -15.31 16.99 -14.41
O: -10.91 22.72 -19.75
O: -19.48 14.95 -16.58
O: -14.20 21.66 -16.46
O: -11.20 16.05 -19.46
O: -20.31 20.83 -16.86
O: -17.36 23.96 -20.73
C: -14.79 15.68 -14.70
C: -15.38 18.40 -17.77
C: -19.45 20.46 -19.09
C: -14.12 15.67 -16.07
C: -15.69 22.57 -21.72
C: -12.27 16.73 -19.97
C: -18.21 16.88 -15.83
C: -19.18 15.76 -15.43
C: -16.94 22.64 -20.86
C: -15.71 19.48 -18.84
C: -15.29 22.53 -16.60
C: -14.86 24.00 -16.29
C: -11.83 20.40 -19.68
C: -13.17 15.66 -20.49
C: -12.12 21.91 -19.60
C: -19.54 19.94 -17.70
H: -19.90 14.16 -16.22
H: -11.97 17.32 -20.84
H: -18.70 15.16 -14.67
H: -14.06 24.34 -16.94
H: -18.74 19.86 -19.66
H: -15.34 21.54 -21.79
H: -20.11 16.12 -14.98
H: -10.90 23.11 -20.63
H: -11.15 20.19 -18.85
H: -16.66 19.96 -18.61
H: -12.74 17.41 -19.26
H: -12.77 22.24 -20.41
H: -13.22 16.27 -16.14
H: -19.71 21.42 -16.41
H: -14.56 24.09 -15.25
H: -14.49 17.83 -18.04
H: -19.09 21.48 -19.21
H: -16.80 22.13 -19.90
H: -10.54 16.73 -19.31
H: -14.89 23.15 -21.26
H: -12.64 22.22 -18.69
H: -14.89 16.03 -16.75
H: -15.58 14.94 -14.66
H: -17.96 17.54 -15.00
H: -14.97 18.26 -15.88
H: -11.33 20.17 -20.62
H: -15.68 16.98 -13.52
H: -14.00 16.08 -21.07
H: -14.49 20.74 -16.45
H: -15.70 24.69 -16.38
H: -14.04 15.35 -13.98
H: -20.42 20.43 -19.58
H: -18.56 17.51 -16.65
H: -15.79 19.05 -19.84
H: -13.94 14.64 -16.40
H: -12.74 19.80 -19.70
H: -15.79 22.94 -22.75
H: -15.74 22.47 -17.59
H: -14.95 20.26 -18.85
H: -20.09 19.01 -17.79
H: -17.80 22.05 -21.19
H: -18.29 24.00 -20.50
H: -18.59 19.76 -17.21
H: -16.17 17.66 -17.67
H: -13.49 15.00 -19.68
H: -16.10 22.26 -15.92
H: -12.70 14.99 -21.21
H: -17.32 16.32 -16.11

=====

(2)
A structure of composition C16H49MnO16 in a non-equilibrium geometry. Source: the OMol25 dataset; level of theory: ωB97M-V with the def2-TZVPD basis set.

Energy = -81469.94000 eV
Multiplicity = 6
Orbital gap (spin up / spin down) = 8.044 / 9.398 eV
Charge = -1
LUMO level (spin up / spin down) = 2.455 / 2.449 eV
HOMO level (spin up / spin down) = -5.59 / -6.95 eV

Geometry (Å):
Mn: -2.18 1.55 0.36
O: 4.29 0.61 1.74
O: -2.75 0.81 2.33
O: -2.48 -1.72 3.56
O: -1.23 -0.24 -0.60
O: -2.25 -2.65 -1.94
O: -4.06 0.56 -0.25
O: 0.10 0.98 0.62
O: -1.75 2.56 -1.56
O: 1.66 0.51 2.85
O: 2.20 -2.38 2.62
O: -3.22 3.42 -0.20
O: 1.73 3.12 -0.28
O: 0.60 -2.62 -2.97
O: -1.65 2.65 2.32
O: 1.54 1.60 -4.01
O: 3.42 -2.27 -2.54
C: 1.11 -0.73 -0.77
C: -0.08 0.05 -0.22
C: -2.64 3.42 -1.33
C: -2.22 1.75 2.99
C: -1.64 -3.78 -1.35
C: 1.52 1.34 3.98
C: 1.03 4.20 0.29
C: -2.89 4.55 -2.29
C: -1.99 -2.52 2.49
C: -4.53 -0.72 0.20
C: -2.49 1.91 4.46
C: 0.55 0.67 -4.42
C: 3.88 0.50 0.40
C: 3.74 -0.91 -2.74
C: 0.29 -3.97 -3.31
C: 3.57 -2.63 2.75
H: 0.55 1.25 4.46
H: 1.66 5.08 0.43
H: -1.95 -1.89 -1.40
H: 1.71 2.40 3.77
H: 0.63 4.00 1.29
H: 0.17 4.45 -0.36
H: -1.34 -1.95 1.82
H: -5.30 -1.11 -0.47
H: 2.03 -1.42 2.66
H: -1.43 -3.38 2.85
H: -0.20 0.67 -3.63
H: -2.15 2.87 4.84
H: -0.63 -4.32 -2.84
H: 2.91 -0.21 -2.58
H: 0.07 0.94 -5.36
H: 1.04 0.81 2.15
H: -3.53 1.67 4.68
H: 4.70 0.78 -0.26
H: -0.20 -2.09 -3.06
H: -3.95 4.81 -2.21
H: 0.92 -0.34 -4.59
H: 1.69 -0.03 -1.38
H: 3.45 0.76 2.20
H: -1.96 -3.87 -0.30
H: -1.89 1.14 4.97
H: -2.21 5.37 -2.07
H: 2.27 1.05 4.73
H: 3.48 -0.47 0.09
H: -4.72 0.85 -0.88
H: -2.59 -0.83 3.16
H: 4.18 -2.29 1.91
H: -3.70 -1.43 0.19
H: 0.13 -4.07 -4.39
H: -0.54 -3.73 -1.31
H: 3.67 -3.72 2.77
H: -1.90 -4.71 -1.84
H: -2.83 -2.86 1.88
H: 1.11 -4.59 -2.97
H: 3.05 1.18 0.19
H: 0.80 -1.59 -1.35
H: 4.00 -2.20 3.66
H: 1.73 -1.13 0.04
H: 4.59 -0.61 -2.13
H: -4.90 -0.67 1.22
H: -2.70 4.26 -3.32
H: 4.04 -0.77 -3.79
H: 1.16 2.43 -3.72
H: 2.50 -2.40 -2.84
H: 1.22 2.31 -0.06

=====

(3)
A cluster of 6 separate species, C16H49NO25P6S in total in a non-equilibrium geometry. Source: the OMol25 dataset; level of theory: ωB97M-V with the def2-TZVPD basis set.

Energy = -136644.65394 eV
Multiplicity = 1
Relative energy (zero: lowest compared OMol25 entry of this formula, charge and spin) = 220.0 kJ/mol
Orbital gap = 9.104 eV
Charge = 0
LUMO level = -0.136 eV
Structure (SMILES) = O=C(NP(=O)(O)O)OS.COP(=O)(OC)OC.COP(=O)(OC)OC.COP(=O)(OC)OC.COP(=O)(OC)OC.COP(=O)(OC)OC
HOMO level = -9.24 eV

Geometry (Å):
S: -6.51 -1.43 0.57
P: 2.62 -1.66 2.44
P: 3.21 5.11 0.09
P: 8.75 3.53 2.21
P: -9.71 -2.80 1.46
P: -5.94 -5.47 -3.66
P: -2.18 0.37 -1.46
O: 3.50 6.62 -0.34
O: -3.56 0.88 -1.53
O: -11.28 -3.24 1.94
O: 10.28 3.39 1.78
O: 2.18 -2.40 1.10
O: -9.69 -2.39 -0.21
O: 1.80 4.68 0.05
O: -4.73 -4.43 -3.51
O: -1.55 -0.11 -2.85
O: 4.20 4.30 -0.87
O: -6.56 -3.13 0.67
O: -1.10 1.39 -0.87
O: -6.81 -4.89 -4.87
O: -6.86 -5.10 -2.41
O: -9.28 -1.58 2.29
O: 8.47 2.10 2.87
O: 3.91 5.02 1.53
O: -6.70 -3.57 2.93
O: -1.95 -0.90 -0.52
O: 3.07 -0.26 2.27
O: 3.70 -2.67 3.03
O: 1.38 -1.86 3.44
O: -5.55 -6.89 -3.77
O: 7.93 3.45 0.84
O: 8.44 4.70 3.06
N: -8.59 -4.15 1.64
C: 7.76 4.63 0.07
C: -7.24 -3.59 1.82
C: -6.81 -5.95 -1.27
C: 10.94 4.51 1.21
C: -1.03 2.71 -1.40
C: 1.25 -1.76 0.23
C: -3.59 -4.60 -4.33
C: -3.07 -1.75 -0.27
C: 3.68 3.87 2.33
C: 2.44 7.56 -0.22
C: 4.18 2.88 -0.84
C: -1.76 0.69 -4.01
C: -6.35 -5.10 -6.20
C: 0.28 -0.96 3.35
C: 4.76 -2.14 3.81
C: 7.51 2.02 3.91
H: -2.79 1.04 -4.06
H: 1.57 -1.92 -0.80
H: -3.56 -1.42 0.65
H: 4.30 3.04 1.99
H: -2.76 -4.03 -3.90
H: 2.87 8.54 0.00
H: 7.03 1.04 3.87
H: 5.61 -1.93 3.16
H: -0.36 -1.22 2.51
H: 10.99 4.37 0.12
H: 10.43 5.44 1.43
H: -0.87 3.41 -0.58
H: -1.94 2.99 -1.93
H: -5.63 -5.91 -6.26
H: -5.90 -4.17 -6.56
H: 7.51 5.48 0.70
H: 6.74 2.79 3.82
H: -0.31 -1.05 4.27
H: 5.04 2.53 -0.27
H: 8.02 2.13 4.87
H: 6.95 4.47 -0.64
H: -11.87 -2.78 1.28
H: -9.28 -3.16 -0.67
H: -7.00 -5.34 -0.38
H: -6.80 -0.83 1.78
H: 4.27 2.51 -1.87
H: 0.27 -2.21 0.37
H: 11.95 4.55 1.61
H: 3.96 4.10 3.36
H: -3.79 -1.74 -1.09
H: -2.71 -2.77 -0.13
H: 5.05 -2.88 4.55
H: -0.18 2.77 -2.08
H: 3.26 2.49 -0.40
H: -5.84 -6.43 -1.16
H: -8.85 -4.77 2.42
H: 1.90 7.61 -1.17
H: -1.08 1.55 -4.00
H: -3.78 -4.22 -5.33
H: 1.75 7.29 0.58
H: 4.46 -1.23 4.33
H: 8.68 4.84 -0.49
H: -3.29 -5.65 -4.39
H: -7.60 -6.70 -1.35
H: 1.20 -0.68 0.42
H: -7.21 -5.34 -6.83
H: 2.63 3.58 2.32
H: 0.63 0.07 3.26
H: -1.54 0.09 -4.89

=====

(4)
A cluster of 7 separate species, C16H50N4O7 in total in a non-equilibrium geometry. Source: the OMol25 dataset; level of theory: ωB97M-V with the def2-TZVPD basis set.

Energy = -37691.83341 eV
Multiplicity = 2
Relative energy (zero: lowest compared OMol25 entry of this formula, charge and spin) = 10.1 kJ/mol
Orbital gap (spin up / spin down) = 2.441 / 8.585 eV
Charge = -1
LUMO level (spin up / spin down) = 2.567 / 2.547 eV
HOMO level (spin up / spin down) = 0.13 / -6.04 eV

Geometry (Å):
O: 1.32 4.49 -0.41
O: -0.57 -0.73 0.12
O: -2.01 -1.31 2.39
O: 0.98 1.77 3.89
O: 2.81 -3.18 -1.64
O: -1.61 -3.42 -3.30
O: -3.57 -2.20 0.40
N: 1.95 -1.68 0.45
N: -1.56 1.97 -0.26
N: -4.99 -2.43 -4.80
N: 1.11 4.10 5.52
C: 2.54 -1.03 -0.71
C: 3.50 -1.98 -1.38
C: 1.63 2.73 7.61
C: 0.02 3.96 -0.16
C: -0.08 1.19 3.13
C: -3.89 -3.32 -4.34
C: 3.13 0.20 -0.13
C: -3.77 -4.40 -5.36
C: 1.65 2.86 6.04
C: 3.63 -4.36 -1.80
C: -2.59 -2.60 -3.94
C: -0.18 2.45 -0.49
C: 0.19 2.25 -1.94
C: -0.44 -2.72 -2.78
C: 1.40 5.27 -1.66
C: 0.88 1.66 5.35
H: 0.00 3.10 -2.59
H: 0.34 0.59 2.33
H: -0.56 -1.78 -2.25
H: -5.76 -3.00 -5.12
H: -3.27 -4.08 -6.28
H: 0.57 2.73 7.86
H: -5.40 -2.01 -3.98
H: 3.91 -4.84 -0.86
H: 2.95 -5.00 -2.36
H: -3.16 -1.69 1.10
H: -1.10 -0.96 0.87
H: -4.72 -4.83 -5.68
H: -0.75 4.42 -0.79
H: -0.20 4.23 0.87
H: -1.30 -1.72 2.87
H: 3.84 -1.54 -2.32
H: 3.82 -0.13 0.65
H: -0.86 0.16 -0.11
H: 2.43 5.33 -2.02
H: -0.17 1.76 5.64
H: 1.05 6.30 -1.58
H: 1.78 -2.66 0.29
H: 0.88 4.92 -2.55
H: -1.87 2.33 0.63
H: -0.75 1.89 2.64
H: 0.43 1.91 0.24
H: -2.45 -0.76 3.04
H: 0.97 3.89 4.54
H: -2.11 2.37 -1.01
H: 1.22 0.67 5.63
H: 1.28 2.17 -1.86
H: -4.46 -1.84 0.34
H: 4.36 -2.19 -0.74
H: 0.19 4.15 5.94
H: -4.25 -3.76 -3.41
H: -2.13 -2.17 -4.84
H: -3.10 -5.21 -5.08
H: -0.69 0.55 3.77
H: 0.21 -2.56 -3.64
H: -0.09 1.31 -2.41
H: -2.75 -1.77 -3.26
H: 1.03 -1.28 0.60
H: 2.00 1.80 8.04
H: 2.69 2.82 5.71
H: 2.36 0.90 0.19
H: 4.50 -4.19 -2.43
H: 3.72 0.68 -0.91
H: 2.09 3.60 8.08
H: 0.07 -3.39 -2.09
H: 1.78 -0.77 -1.45

=====

(5)
A cluster of 9 separate species, C16H52FN2O13PS in total in a non-equilibrium geometry. Source: the OMol25 dataset; level of theory: ωB97M-V with the def2-TZVPD basis set.

Energy = -69870.85681 eV
Multiplicity = 1
Orbital gap = 10.136 eV
Charge = 0
LUMO level = 0.328 eV
Structure (SMILES) = CCOP(=O)(CCCN(CN)S(=O)(=O)F)OCC.CO.CO.CO.CO.CO.CO.CO.CO
HOMO level = -9.81 eV

Geometry (Å):
S: -2.81 0.39 0.44
P: 3.20 0.96 -0.35
F: -3.07 -1.20 0.10
O: -8.03 -5.60 4.44
O: -5.37 -1.16 3.10
O: -4.01 1.72 4.80
O: 3.34 -0.62 0.18
O: -9.27 -0.85 2.44
O: 4.58 1.80 0.10
O: 3.02 3.31 3.62
O: 5.39 0.06 -7.08
O: -4.15 1.03 0.34
O: 2.91 -3.73 -3.36
O: 2.85 1.11 -1.82
O: -2.33 0.53 1.83
O: 7.28 3.29 -3.96
N: -1.74 0.97 -0.74
N: -1.69 1.88 -3.01
C: -2.53 1.64 -1.81
C: 3.43 -1.57 -0.91
C: -0.67 1.82 -0.17
C: 2.76 -4.99 -4.01
C: 6.61 3.02 -0.66
C: -4.69 0.80 5.65
C: 2.29 3.36 4.84
C: 4.69 -0.83 -6.21
C: 4.28 -2.81 -0.41
C: 6.74 2.22 -4.75
C: 1.81 1.72 0.63
C: 0.45 0.90 0.46
C: -8.60 -0.07 3.42
C: 5.14 2.55 -1.00
C: -5.90 -2.22 2.31
C: -8.11 -5.17 3.08
H: 2.92 3.76 5.64
H: -5.25 -3.10 2.39
H: -7.11 -5.01 2.68
H: 7.18 2.21 -0.15
H: 5.51 -0.39 -7.92
H: -9.29 0.17 4.23
H: 4.55 -0.33 -5.25
H: -2.17 1.49 -3.81
H: 2.13 1.66 1.71
H: 1.64 2.79 0.38
H: -4.08 -0.10 5.77
H: -3.04 2.57 -1.46
H: -0.17 2.38 -1.00
H: 1.88 -5.51 -3.62
H: 3.64 -5.59 -3.81
H: 2.12 -3.22 -3.55
H: -7.58 -4.90 4.93
H: 0.16 0.61 1.50
H: 3.91 -1.17 -1.83
H: 3.28 4.21 3.41
H: -3.88 1.29 3.95
H: 3.72 -1.08 -6.64
H: 6.68 2.53 -5.80
H: 5.20 1.98 -1.95
H: -8.62 -5.94 2.50
H: 5.28 -1.74 -6.06
H: 1.40 3.99 4.72
H: 4.10 -3.00 0.67
H: -5.97 -1.90 1.27
H: 3.97 -3.67 -1.04
H: 7.37 1.34 -4.66
H: -1.03 2.57 0.58
H: 4.53 3.48 -1.09
H: -5.65 0.54 5.21
H: -6.89 -2.47 2.68
H: 8.16 3.47 -4.30
H: 0.59 -0.05 -0.11
H: -1.53 2.87 -3.12
H: 1.98 2.35 5.10
H: 7.14 3.26 -1.63
H: 5.74 2.00 -4.38
H: 6.62 3.95 -0.05
H: -3.34 0.92 -2.11
H: -10.00 -0.33 2.10
H: 2.65 -4.85 -5.09
H: -7.76 -0.64 3.81
H: -4.84 1.26 6.62
H: 2.40 -1.95 -1.10
H: -4.50 -0.96 2.76
H: -8.68 -4.24 3.02
H: 5.37 -2.61 -0.59
H: -8.23 0.86 2.96

=====

Which of these has the highest energy?
C16H48O8

=====

Which value of energy does entry 4 give?
-37691.83341 eV